Molecular formula: C5H3N
Method: DFT, wB97M-V/def2-TZVPD

```
9
Properties=species:S:1:pos:R:3:nbo_charge:R:1
C 2.650 0.554 -0.115 -0.179
C 1.635 -0.075 0.009 -0.061
C 0.291 -0.618 0.086 -0.205
C -0.986 -0.083 0.024 -0.139
C -2.258 0.040 -0.035 0.313
N -3.450 0.280 -0.025 -0.580
H 3.745 0.830 -0.057 0.257
H 0.242 -1.541 0.562 0.223
H -3.564 1.227 -0.485 0.371
```

The calculation puts the energy relative to the best compared isomer or geometry (same formula, charge and spin) at 2.356 eV. Its SMILES is C#CC=C=C=N. The frontier orbital gap comes out at 8.4 eV. The HOMO energy is -0.3404 Ha.

Molecular formula: C2H5OS
Method: DFT, wB97M-V/def2-TZVPD

```
9
Properties=species:S:1:pos:R:3:nbo_charge:R:1
S 1.544 2.112 1.550 -1.078
H 2.094 3.311 1.327 0.087
O -1.062 -2.103 -1.568 -0.566
C -1.137 -1.276 -0.694 0.452
C -0.021 -0.402 -0.208 -0.723
H -2.111 -1.106 -0.188 0.079
H -0.273 0.648 -0.352 0.274
H 0.074 -0.556 0.871 0.247
H 0.893 -0.628 -0.737 0.227
```

As for the total charge: -1. The calculation puts the energy relative to the best compared isomer or geometry (same formula, charge and spin) at 0.131 eV. The frontier orbital gap comes out at 6.3 eV. The HOMO energy is -0.0975 Ha.

Molecular formula: C3H3F3O
Method: DFT, wB97M-V/def2-TZVPD

```
10
Properties=species:S:1:pos:R:3:lowdin_spin:R:1
C -0.055 0.460 0.957 0.088
C -0.009 -0.789 0.125 0.542
C 0.903 0.285 -0.191 0.077
O -1.823 -0.762 -1.327 1.073
F 0.169 -1.975 0.518 0.129
F 0.747 1.086 -1.265 0.016
F 2.219 0.143 0.202 0.023
H -0.801 1.225 0.827 0.019
H 0.327 0.242 1.991 0.013
H -1.676 0.086 -1.837 0.020
```

The calculation puts the energy relative to the best compared isomer or geometry (same formula, charge and spin) at 2.329 eV. The spin multiplicity is 3. As for the expectation value of S²: 2.007. The frontier orbital gap (alpha / beta) comes out at 8.8 / 8.5 eV. The HOMO energy (alpha / beta) is -0.2959 / -0.4051 Ha.

Molecular formula: C20H13ClN3O6SZr
Method: DFT, wB97M-V/def2-TZVPD

```
45
Properties=species:S:1:pos:R:3:nbo_charge:R:1
Zr 0.424 -0.104 0.183 2.310
N -1.343 2.614 3.187 -0.804
C -0.412 2.107 2.327 0.316
S 0.286 0.545 2.758 -0.350
N -0.103 2.841 1.297 -0.420
N 0.786 2.189 0.472 -0.369
C 1.532 2.898 -0.288 0.135
C 2.555 2.351 -1.160 -0.191
C 3.185 3.219 -2.058 -0.146
C 4.197 2.786 -2.889 -0.269
C 4.607 1.458 -2.818 -0.191
C 4.015 0.580 -1.933 -0.226
C 2.976 1.002 -1.096 0.371
O 2.401 0.144 -0.268 -0.819
H -1.784 1.945 3.794 0.399
H -1.936 3.330 2.799 0.393
H 1.416 3.982 -0.268 0.187
H 2.856 4.252 -2.094 0.204
H 4.662 3.469 -3.588 0.208
H 5.398 1.103 -3.468 0.206
H 4.325 -0.455 -1.876 0.214
O -4.105 -0.123 -4.168 -0.487
C -3.237 -0.064 -3.343 0.384
C -3.432 0.157 -1.836 0.443
O -4.491 0.288 -1.267 -0.548
C -2.073 0.159 -1.298 0.205
C -1.122 -0.039 -2.287 0.221
O 0.129 -0.065 -1.924 -0.783
C -1.728 -0.183 -3.608 0.385
O -1.213 -0.374 -4.685 -0.527
O -1.655 0.313 -0.073 -0.792
Cl -3.315 -3.631 5.097 -0.046
C -2.297 -3.315 3.711 -0.055
C -2.872 -2.942 2.508 -0.243
C -2.056 -2.692 1.417 -0.159
C -0.662 -2.811 1.496 -0.011
C 0.207 -2.442 0.350 -0.998
C -0.122 -3.186 2.731 -0.226
C -0.925 -3.438 3.832 -0.227
H -3.945 -2.838 2.426 0.222
H -2.514 -2.378 0.486 0.207
H -0.256 -2.713 -0.606 0.233
H 1.179 -2.938 0.413 0.225
H 0.953 -3.276 2.833 0.206
H -0.491 -3.724 4.780 0.216
```

As for the total charge: -1. The calculation puts the energy relative to the best compared isomer or geometry (same formula, charge and spin) at 0.096 eV. The frontier orbital gap comes out at 7.6 eV. The HOMO energy is -0.1966 Ha.

Molecular formula: C19H34N3O5P2Tl
Method: DFT, wB97M-V/def2-TZVPD

```
64
Properties=species:S:1:pos:R:3:mulliken_charge:R:1
Tl -0.181 -1.391 0.099 0.960
P -2.552 -0.696 -1.132 0.526
C -2.474 0.304 -2.670 -1.101
C -1.019 0.387 -3.144 0.492
N 0.013 0.098 -2.334 0.170
C 1.235 0.565 -2.652 0.392
C 1.482 1.218 -3.859 -0.883
C 0.437 1.405 -4.764 -0.634
C -0.840 0.985 -4.394 -0.707
C 2.405 0.332 -1.726 -0.840
P 2.341 -1.288 -0.840 0.382
H -1.747 1.168 -4.976 0.426
H 2.508 1.503 -4.083 0.474
H 0.575 1.988 -5.673 0.427
H 3.351 0.365 -2.280 0.618
H 2.480 1.090 -0.931 0.348
H -3.174 0.137 -3.512 0.645
H -2.817 1.334 -2.370 0.462
H -1.934 -4.664 -4.316 0.312
O -2.616 -4.268 -4.874 -0.628
H -2.303 -4.425 -5.801 0.316
H 0.923 -5.881 -1.667 0.291
O 0.341 -5.758 -2.469 -0.592
H 0.908 -6.185 -3.140 0.325
C 2.911 -2.564 -2.064 -1.023
H 3.947 -2.363 -2.412 0.418
H 2.866 -3.560 -1.577 0.360
H 2.216 -2.599 -2.927 0.372
C 3.667 -1.195 0.418 -0.988
H 3.621 -2.105 1.039 0.422
H 4.660 -1.105 -0.053 0.445
H 3.469 -0.329 1.069 0.208
C -3.117 0.779 -0.156 -1.364
H -4.014 1.133 -0.711 0.589
H -3.341 0.534 0.901 0.333
H -2.309 1.541 -0.250 0.375
C -3.934 -1.906 -1.092 -1.043
H -4.014 -2.288 -0.054 0.369
H -4.869 -1.398 -1.385 0.436
H -3.744 -2.762 -1.769 0.359
C -1.699 2.973 3.034 -0.999
C -0.246 3.081 3.467 -1.032
C 0.455 1.706 3.680 2.040
C 1.894 1.799 4.223 -0.996
C 2.813 2.748 3.475 -1.275
C -0.360 0.901 4.741 -0.158
O -0.270 1.113 5.947 -0.582
N -1.244 -0.061 4.274 0.062
C -1.319 -0.557 2.963 0.221
O -2.102 -1.454 2.666 -0.622
N -0.455 0.015 2.070 -0.277
C 0.462 0.956 2.328 -0.220
O 1.315 1.232 1.449 -0.542
H -1.791 2.596 2.008 0.018
H -2.163 3.965 3.056 0.507
H -2.273 2.326 3.708 0.320
H 0.325 3.654 2.727 0.449
H -0.166 3.624 4.418 0.457
H 1.842 2.083 5.283 0.464
H 2.313 0.780 4.192 0.401
H 2.611 3.786 3.762 0.343
H 3.854 2.517 3.721 0.415
H 2.672 2.632 2.395 0.262
H -1.825 -0.551 4.948 0.297
```

As for the total charge: +2. The calculation puts the energy relative to the best compared isomer or geometry (same formula, charge and spin) at 0.405 eV. The frontier orbital gap comes out at 5.5 eV. The HOMO energy is -0.5400 Ha.

Molecular formula: BrMnNO3
Method: DFT, wB97M-V/def2-TZVPD

```
6
Properties=species:S:1:pos:R:3:lowdin_spin:R:1
Mn -0.328 1.866 0.188 5.564
N 0.711 -0.791 -0.243 0.019
O 1.723 -1.561 -0.491 0.025
O -0.329 -0.999 -0.916 0.026
O 0.870 0.205 0.423 0.168
Br -2.647 1.280 1.038 0.198
```

As for the total charge: -1. The spin multiplicity is 7. As for the expectation value of S²: 12.003. The frontier orbital gap (alpha / beta) comes out at 6.6 / 9.2 eV. The HOMO energy (alpha / beta) is -0.1081 / -0.2148 Ha.

Molecular formula: C3H2N2O2
Method: DFT, wB97M-V/def2-TZVPD

```
9
Properties=species:S:1:pos:R:3:nbo_charge:R:1
H -1.567 -2.031 -0.175 0.369
N -1.769 -1.035 -0.086 -0.552
C -0.773 -0.300 0.126 0.455
C -0.950 1.135 0.277 0.191
N -0.999 2.280 0.413 -0.227
O 0.533 -0.724 0.326 -0.512
C 1.564 0.048 -0.172 0.644
O 1.432 0.998 -0.878 -0.512
H 2.524 -0.362 0.164 0.145
```

The calculation puts the energy relative to the best compared isomer or geometry (same formula, charge and spin) at 0.995 eV. Its SMILES is [H]/N=C(/C#N)OC=O. The frontier orbital gap comes out at 11.3 eV. The HOMO energy is -0.4218 Ha.

Molecular formula: C5H9P
Method: DFT, wB97M-V/def2-TZVPD

```
15
Properties=species:S:1:pos:R:3:nbo_charge:R:1
C -0.396 -0.025 -0.513 -0.466
C 0.942 0.055 -0.459 -0.018
C -3.506 0.052 1.391 -0.740
C 1.683 1.081 0.276 -0.628
C 1.827 -0.957 -1.213 -0.631
P -1.948 0.511 -0.319 0.529
H -4.307 0.839 1.273 0.221
H -2.935 -0.032 2.376 0.212
H -3.745 -0.903 1.170 0.186
H 2.459 1.462 -0.477 0.212
H 2.276 0.619 1.082 0.227
H 1.064 1.851 0.660 0.232
H 2.571 -0.243 -1.718 0.212
H 1.235 -1.571 -1.873 0.228
H 2.356 -1.667 -0.540 0.223
```

The calculation puts the energy relative to the best compared isomer or geometry (same formula, charge and spin) at 2.770 eV. The frontier orbital gap comes out at 7.8 eV. The HOMO energy is -0.2872 Ha.

Molecular formula: C9H29NO6
Method: DFT, wB97M-V/def2-TZVPD

```
45
Properties=species:S:1:pos:R:3:nbo_charge:R:1
C -1.998 -2.198 -1.292 -0.244
O -2.595 -3.406 -1.668 -0.537
C -2.033 -4.505 -0.996 -0.064
C -2.597 -5.780 -1.577 -0.073
C -4.106 -5.853 -1.488 -0.620
N -2.007 -7.009 -1.021 -0.817
H -0.902 -2.238 -1.382 0.157
H -2.200 -1.947 -0.239 0.161
H -2.362 -1.381 -1.910 0.199
H -0.940 -4.502 -1.150 0.160
H -2.203 -4.430 0.092 0.156
H -2.342 -5.743 -2.644 0.180
H -4.460 -6.839 -1.776 0.218
H -4.588 -5.038 -2.023 0.232
H -4.416 -5.658 -0.448 0.193
H -1.155 -6.825 -0.497 0.351
H -2.643 -7.325 -0.291 0.347
O 1.121 5.393 2.559 -0.736
C 1.267 5.067 1.177 -0.090
C 2.712 4.883 0.776 -0.095
O 3.431 6.080 0.616 -0.706
H 0.435 6.056 2.665 0.472
H 0.734 4.120 1.024 0.155
H 0.814 5.832 0.539 0.168
H 2.648 4.292 -0.156 0.174
H 3.282 4.219 1.427 0.187
H 3.076 6.561 -0.138 0.465
C 3.708 1.929 -1.181 -0.251
O 2.640 2.248 -2.023 -0.749
H 4.091 0.904 -1.322 0.154
H 4.562 2.557 -1.452 0.176
H 3.522 2.043 -0.108 0.151
H 1.802 2.118 -1.553 0.496
C 0.636 0.264 -0.148 -0.253
O 0.381 1.630 -0.461 -0.758
H 1.650 0.143 0.240 0.167
H -0.086 -0.040 0.617 0.171
H 0.466 -0.321 -1.045 0.190
H 0.307 2.141 0.356 0.494
C 0.246 1.816 3.136 -0.257
O -0.635 2.391 2.168 -0.739
H 1.225 2.309 3.096 0.172
H -0.126 1.966 4.151 0.177
H 0.373 0.759 2.928 0.184
H -0.736 3.314 2.422 0.478
```

The calculation puts the energy relative to the best compared isomer or geometry (same formula, charge and spin) at 1.841 eV. Its SMILES is COC[C@H](C)N.OCCO.CO.CO.CO. The frontier orbital gap comes out at 10.0 eV. The HOMO energy is -0.3516 Ha.

It is found that the E values, taken in the order of the records, are -6718.368; -15038.442; -13352.863; -62350.373; -58219.640; -108994.065; -10217.194; -14615.549; -23575.895 eV.
It is found that the M values, taken in the order of the records, are 77.09; 77.13; 112.05; 550.08; 650.83; 196.85; 98.06; 100.10; 247.33 u.